C11H15N2O2 | ωB97M-V/def2-TZVPD

CARTESIAN COORDINATES (ANGSTROEM)
H  4.649  0.263  -1.187
C  3.670  0.997  0.555
C  3.804  0.174  -0.634
H  -0.293  -3.268  0.217
C  1.558  -0.886  -0.305
C  -3.066  0.013  -0.438
H  -1.317  -2.141  -0.906
H  -3.372  0.363  -1.344
N  0.714  -1.755  -0.714
C  -1.582  1.892  -1.024
C  1.485  0.008  0.900
H  2.392  1.475  2.152
C  -0.868  0.140  0.505
H  -1.888  1.721  -2.106
C  2.524  0.976  1.247
H  -4.172  1.186  0.365
H  1.153  -0.701  1.678
C  -1.071  -1.245  1.101
H  -0.398  -1.344  1.988
C  -0.467  -2.173  -0.071
H  4.578  1.656  0.803
H  -2.459  2.601  -0.821
H  -3.097  -1.037  -0.489
H  -0.686  2.558  -0.930
N  -1.754  0.669  -0.257
H  2.971  -1.215  -1.992
H  -2.081  -1.362  1.415
O  -3.928  0.299  0.636
O  0.199  0.818  0.712
C  2.803  -0.681  -1.055

Its energy relative to the best compared isomer or geometry (same formula, charge and spin) is 2.320 eV. Its net charge is +1. The SMILES is C/[N+](CO)=C1/CCN=C2C=CC=C[C@H]2O1. As for the spin multiplicity: 1. The value obtained for the electronic energy is -687.79004 a.u.

C2H2Br3I | ωB97M-V/def2-TZVPD

CARTESIAN COORDINATES (ANGSTROEM)
Br  -3.311  1.071  0.102
C  -1.978  0.002  -0.688
Br  1.342  1.187  1.586
H  -1.193  0.477  -1.140
Br  -1.384  -1.623  0.184
C  1.796  -0.211  0.432
H  1.016  -0.596  -0.130
I  3.711  -0.307  -0.345

Its energy relative to the best compared isomer or geometry (same formula, charge and spin) is 3.316 eV. Its net charge is 0. As for the spin multiplicity: 1. The value obtained for the electronic energy is -8096.99426 a.u.

CH6N2S2 | ωB97M-V/def2-TZVPD

CARTESIAN COORDINATES (ANGSTROEM)
H  -2.509  -1.894  0.445
H  2.119  0.165  -0.052
H  -1.325  1.512  -0.564
N  0.620  1.304  -0.282
N  -0.581  0.989  -0.189
H  0.804  2.054  -0.912
S  3.032  -0.765  0.301
S  -2.786  -0.678  0.102
H  -0.369  -0.974  0.512
H  1.997  -1.592  0.298
C  -1.001  -0.120  0.340

Its energy relative to the best compared isomer or geometry (same formula, charge and spin) is 0.538 eV. Its net charge is 0. As for the spin multiplicity: 3. The value obtained for the electronic energy is -947.38519 a.u.

CH7N2O2Si | ωB97M-V/def2-TZVPD

CARTESIAN COORDINATES (ANGSTROEM)
N  -2.555  -0.483  -0.420
H  -2.819  0.086  -1.231
H  2.478  1.265  0.115
C  -0.441  0.535  -0.294
H  -0.283  1.588  -0.384
H  -3.814  0.580  0.638
H  2.321  -0.677  1.640
O  0.127  -1.635  0.054
H  -0.844  -1.771  -0.026
H  2.773  -1.031  -0.788
N  0.420  -0.326  -0.057
O  -3.202  -0.182  0.677
Si  2.293  -0.174  0.276

Its energy relative to the best compared isomer or geometry (same formula, charge and spin) is 3.579 eV. Its net charge is +1. As for the spin multiplicity: 1. The value obtained for the electronic energy is -591.28203 a.u.

C47H36F15GeN3O2PRbS2 | ωB97M-V/def2-TZVPD

CARTESIAN COORDINATES (ANGSTROEM)
C  -7.555  1.809  -0.610
C  -4.674  5.818  -1.636
C  2.977  -3.797  2.264
C  -0.996  0.338  -6.130
C  -3.587  5.069  -1.222
F  -4.312  0.661  -3.287
H  3.273  -4.122  -1.258
F  -5.886  7.848  -1.759
C  -4.073  2.486  -6.369
O  2.323  -1.879  0.528
F  -5.627  5.237  -2.383
H  -1.482  3.073  2.562
C  5.918  -1.500  -3.266
H  2.937  -4.570  1.495
C  -0.024  -5.981  -1.977
H  6.183  -2.816  1.290
H  0.036  -5.104  3.644
C  -5.265  2.601  -0.747
C  -0.093  1.354  -4.182
S  1.823  -2.484  1.802
H  -0.952  -6.500  -2.176
C  -3.845  2.945  -3.614
N  0.300  0.830  3.389
H  0.029  -3.057  0.450
C  -2.643  5.727  -0.459
C  -4.258  1.445  -5.477
H  3.487  -3.739  -3.989
S  -1.905  1.981  -1.059
C  -0.775  1.485  -5.374
H  -0.572  2.777  0.627
C  1.315  -3.973  -2.122
C  3.212  -1.976  -2.788
H  4.678  -2.534  0.403
C  -6.332  2.213  1.405
F  -6.275  2.229  2.738
H  4.928  -3.890  3.139
H  4.352  -2.255  2.892
C  0.124  -4.657  -2.363
H  -0.987  -2.396  2.619
F  -3.312  5.188  -4.132
H  0.821  -1.006  4.133
H  -0.696  -4.143  -2.850
H  -1.586  -3.957  2.089
C  -4.135  1.691  -4.121
C  -2.765  7.069  -0.126
C  0.168  -0.895  -4.456
C  0.373  -3.508  1.384
C  -5.250  2.606  0.637
H  0.449  2.121  7.033
C  -0.532  -0.872  -5.665
P  1.422  -2.173  -2.430
H  -0.710  -1.791  -6.208
C  0.671  0.424  5.725
H  3.260  -0.146  -1.674
F  -8.680  1.431  -1.219
C  0.038  2.105  3.675
C  -6.450  2.212  -1.345
F  -1.556  5.096  0.004
C  5.301  -2.620  -3.812
H  6.969  -1.319  -3.450
C  3.839  -0.851  -2.262
C  -0.272  -4.066  3.786
C  0.407  1.753  6.015
C  -3.644  3.954  -4.535
C  2.203  -5.969  -1.086
F  -3.988  9.070  -0.256
C  5.187  -0.613  -2.493
H  5.253  -4.182  0.684
Rb  0.604  0.235  -0.142
H  0.811  -2.823  -4.641
C  -3.763  3.749  -5.901
C  -7.492  1.805  0.770
Ge  -3.573  3.131  -1.662
H  -1.540  0.386  -7.065
F  -6.585  2.212  -2.677
C  0.092  2.604  4.974
C  -4.830  7.158  -1.332
O  0.072  2.542  1.320
C  4.395  -3.247  2.435
H  0.687  -4.530  1.166
H  3.022  -6.479  -0.594
H  0.074  2.212  -3.542
C  -3.862  7.785  -0.567
F  -4.528  0.224  -5.937
C  0.609  0.022  4.403
H  -1.127  2.454  -5.696
C  2.349  -4.645  -1.468
F  -4.162  2.265  -7.678
H  -0.014  4.038  2.753
C  5.171  -3.186  1.122
H  5.661  0.265  -2.076
F  -3.568  4.745  -6.766
C  1.015  -6.643  -1.338
C  3.958  -2.855  -3.573
F  -1.838  7.675  0.618
H  0.904  -7.677  -1.044
H  -0.111  3.651  5.155
N  0.394  0.195  -3.731
F  -8.542  1.422  1.487
H  0.560  -3.525  4.239
F  -4.159  3.028  1.293
H  5.872  -3.310  -4.419
C  -0.700  -3.440  2.463
H  0.922  -0.284  6.503
N  0.649  -2.104  -3.952
C  -0.385  3.026  2.552
H  2.579  -4.200  3.197
H  -1.093  -4.056  4.502

Its energy relative to the best compared isomer or geometry (same formula, charge and spin) is 0.065 eV. Its net charge is 0. As for the spin multiplicity: 1. The value obtained for the electronic energy is -6864.09581 a.u.

C25H40BeBr5CaCl2F2ILiN4O12PS2 | ωB97M-V/def2-TZVPD

CARTESIAN COORDINATES (ANGSTROEM)
H  6.398  -1.383  7.506
O  -0.158  0.604  -0.346
H  0.687  0.858  2.923
Cl  -4.431  -0.545  -1.783
H  0.551  3.925  -4.440
C  6.602  -2.454  7.473
H  1.196  -0.349  4.998
H  -0.142  5.097  -0.731
C  5.872  -3.066  6.307
Br  -13.739  -5.082  -3.499
H  2.583  -0.742  -6.339
F  -5.038  -3.506  -0.567
C  -1.573  4.242  7.587
O  -7.406  -7.387  -0.946
F  -7.254  -6.237  -3.014
C  2.693  1.948  -3.166
C  6.782  -5.351  6.876
H  -1.012  5.053  -5.426
Br  -10.936  -4.043  -4.674
H  1.089  -0.972  -5.281
H  -2.851  4.125  -4.148
O  5.169  -2.397  5.548
O  3.717  2.417  -3.714
C  1.622  1.091  3.446
H  2.466  0.819  5.424
H  3.632  -2.881  -5.759
I  -2.466  -2.566  -1.841
H  0.783  1.328  5.417
H  -0.280  3.535  5.975
H  2.628  -0.485  2.343
H  3.551  -1.439  -3.481
C  2.530  -2.789  -5.425
C  -1.260  5.718  -4.528
H  -3.551  5.796  -4.642
O  -0.261  5.588  -3.467
C  0.636  2.561  -1.574
C  -0.860  -1.354  -2.660
O  -9.182  -5.909  -1.709
H  -11.431  -5.321  -2.599
N  6.008  -4.399  6.104
H  1.562  -3.025  -7.280
H  0.417  3.426  7.608
C  0.708  -1.513  -2.261
Li  3.533  0.384  7.088
C  1.917  4.552  -2.769
N  1.690  -3.533  -6.396
H  1.259  -2.229  -2.955
C  -2.735  5.268  -4.028
P  -0.565  3.720  -0.681
C  0.917  4.926  -4.003
O  -4.775  -5.803  -0.162
Br  -1.017  1.462  7.160
C  -11.943  -4.485  -3.076
H  7.678  -2.597  7.359
O  2.719  3.705  1.596
C  0.515  1.001  -1.345
C  1.509  0.694  4.901
H  5.490  -4.738  5.305
H  -2.059  3.013  -2.118
H  6.258  -2.901  8.408
O  -4.906  -4.910  -2.445
H  0.793  -3.835  -5.974
Br  -11.950  -3.022  -1.803
H  6.103  -6.118  7.254
H  -1.982  3.888  8.533
Be  -0.405  -4.668  -4.720
O  1.856  2.490  3.311
O  3.006  1.453  1.683
Br  -3.067  4.418  6.350
H  7.298  -4.882  7.711
H  2.990  4.803  -3.055
H  -2.903  5.615  -2.925
H  1.482  5.533  -4.790
H  0.714  -1.942  -1.193
H  -1.282  6.797  -4.927
S  -5.463  -4.956  -1.108
H  1.646  5.191  -1.867
H  -0.673  3.262  0.687
C  -0.502  3.340  7.024
N  -2.053  3.665  -1.311
H  2.455  -3.292  -4.390
H  -1.190  5.256  7.717
H  3.720  0.498  3.350
S  -7.764  -6.109  -1.511
C  3.087  -0.613  -4.142
Ca  -4.455  3.576  -2.924
C  1.692  2.994  -2.439
C  2.812  0.516  2.737
O  -1.198  -0.457  -3.479
Cl  0.916  4.990  2.166
C  2.542  2.649  2.145
H  3.990  -0.037  -4.568
C  1.253  -0.007  -2.324
C  2.303  0.386  -3.187
N  -7.021  -4.830  -0.970
H  7.513  -5.816  6.213
C  2.202  -1.202  -5.350

Its net charge is +2. As for the spin multiplicity: 1. The value obtained for the electronic energy is -18222.89873 a.u.

C2H6FN5 | ωB97M-V/def2-TZVPD

CARTESIAN COORDINATES (ANGSTROEM)
C  1.438  -0.182  -0.025
H  0.138  1.454  0.488
N  0.288  -0.716  0.209
H  -2.761  -0.860  -1.100
N  -2.599  -0.665  -0.100
C  -1.868  0.360  0.137
H  2.748  -1.506  -0.108
F  0.375  -2.133  0.233
N  2.650  -0.542  0.110
N  -1.451  1.427  0.327
N  1.082  1.327  0.002
H  1.902  1.828  0.211
H  -2.806  -1.353  0.568
H  0.862  1.561  -0.952

Its energy relative to the best compared isomer or geometry (same formula, charge and spin) is 1.454 eV. Its net charge is 0. As for the spin multiplicity: 1. The value obtained for the electronic energy is -453.30900 a.u.

C14H26Br12F2O2 | ωB97M-V/def2-TZVPD

CARTESIAN COORDINATES (ANGSTROEM)
H  -4.055  0.321  6.842
C  6.594  0.349  -0.623
C  -4.766  -3.669  -6.353
Br  -4.233  -0.477  -4.111
Br  -3.096  3.493  4.919
C  -3.932  1.389  6.680
H  -3.590  0.758  -6.699
C  -3.924  1.362  -4.646
H  -0.546  -0.659  0.677
C  3.711  -0.767  4.655
H  7.210  0.762  -1.419
H  3.825  -0.673  3.571
Br  -2.158  -3.638  -7.534
F  3.290  -2.035  4.915
H  0.750  3.757  0.813
H  -3.366  1.054  4.641
H  -3.809  -5.451  -7.128
Br  -4.245  -4.117  -4.537
Br  -3.169  2.083  8.328
C  -3.938  -4.402  -7.374
H  0.581  3.045  3.300
H  0.360  2.077  0.391
H  -0.378  -2.342  0.133
H  7.322  1.818  0.757
H  -2.419  -1.523  -0.893
O  6.537  -1.862  4.793
H  -3.380  1.833  -3.834
H  6.619  0.054  4.316
H  -5.812  -3.956  -6.434
C  6.087  -0.770  4.780
C  -3.035  1.635  5.498
Br  1.367  -0.920  -0.878
F  2.763  0.075  5.114
Br  -1.305  1.019  -5.761
C  0.764  2.727  1.162
Br  -0.315  0.757  2.945
H  -4.911  1.812  -4.734
Br  6.626  -1.576  -0.875
C  -1.473  -1.101  -1.227
Br  2.643  2.265  1.355
H  -4.386  -4.310  -8.360
H  8.061  0.218  0.972
H  -1.210  -1.523  -2.191
C  -3.191  1.444  -5.959
C  -0.408  -1.303  -0.185
H  -0.949  3.080  2.404
H  -4.905  1.855  6.566
C  0.031  2.613  2.471
O  4.863  -0.495  5.357
H  -3.224  2.460  -6.347
H  -4.676  -2.591  -6.442
C  7.148  0.746  0.719
Br  -1.828  0.788  -1.525
H  5.565  0.667  -0.755
H  -1.995  1.408  5.706
Br  5.885  0.380  2.159

Its net charge is 0. The SMILES is O=COC(F)F.BrCCBr.BrCCBr.BrCCBr.BrCCBr.BrCCBr.BrCCBr. As for the spin multiplicity: 1. The value obtained for the electronic energy is -31787.42026 a.u.

C2H3IN2O | ωB97M-V/def2-TZVPD

CARTESIAN COORDINATES (ANGSTROEM)
C  0.225  0.153  0.913
H  -0.456  -0.963  -2.604
N  -0.466  0.772  -1.894
N  0.129  -0.313  -2.266
I  0.907  -1.550  -0.042
H  -0.686  0.220  1.501
C  -0.106  1.873  -1.543
O  -0.105  3.016  -1.279
H  1.059  1.002  0.968

Its energy relative to the best compared isomer or geometry (same formula, charge and spin) is 5.055 eV. Its net charge is 0. As for the spin multiplicity: 1. The value obtained for the electronic energy is -560.26475 a.u.

C51H44N5O2P2Se2Te2Y | ωB97M-V/def2-TZVPD

CARTESIAN COORDINATES (ANGSTROEM)
H  6.127  -2.201  2.649
C  4.969  1.136  -1.977
H  -0.181  -7.365  -2.081
H  3.105  3.550  6.220
H  1.645  -2.937  0.722
H  -1.437  6.548  0.290
H  -2.220  4.287  0.841
C  -0.588  -5.564  -3.169
C  -3.313  1.165  1.940
P  -0.884  1.596  0.511
P  2.094  -0.060  0.673
H  -5.851  -0.174  -1.802
C  -0.849  -2.945  -6.612
N  -1.425  -2.097  -4.040
C  -4.845  2.384  -0.023
C  -5.461  1.854  1.106
Te  1.642  1.725  -3.597
C  -5.315  -1.122  -1.806
H  2.126  4.905  -1.435
C  2.619  -2.771  1.166
C  -0.501  3.307  -0.007
H  -0.593  -3.275  -7.610
C  -1.373  -1.688  -6.392
C  4.438  3.059  -0.645
H  -1.549  -4.140  3.823
C  1.607  3.036  3.225
N  -0.697  -2.319  0.525
Se  -0.801  1.394  -3.116
H  -0.247  -4.776  -5.682
C  -3.832  -0.840  -1.917
C  -1.637  -1.301  -5.087
C  5.139  -2.365  2.239
C  2.608  3.783  5.287
H  -0.489  -6.031  -4.136
C  -4.694  1.236  2.079
C  -3.474  2.286  -0.177
Te  2.231  -0.787  -4.398
H  -1.551  -0.997  -7.204
H  -6.062  -1.422  0.248
C  -1.296  -3.628  2.904
H  2.949  -4.852  1.553
Y  -0.862  -0.917  -1.677
C  -0.653  -3.788  -5.529
H  5.200  -4.492  2.520
C  -0.981  -3.625  0.533
H  1.327  2.643  -0.911
H  3.932  -0.671  -1.484
H  -3.001  2.694  -1.065
H  -0.524  0.968  2.912
H  -5.165  0.811  2.955
O  -3.280  -0.261  -2.853
C  1.332  4.362  2.896
H  0.736  6.876  -0.844
H  -2.030  -0.321  -4.860
H  4.573  4.106  -0.407
C  -0.425  -6.313  -2.019
C  -0.225  1.803  2.262
H  -0.388  -6.237  0.124
H  2.617  5.900  5.627
C  -3.980  -1.896  0.042
C  -0.973  -2.284  2.904
H  2.987  2.768  0.897
H  5.841  3.076  -2.268
H  -6.534  1.929  1.226
H  -2.738  0.689  2.724
C  -0.861  -4.207  -3.058
N  1.213  2.013  2.306
C  -0.827  5.693  0.028
C  -1.299  -4.306  1.701
H  3.037  1.071  2.621
C  3.124  -1.477  1.241
C  0.721  3.500  -0.643
C  -0.974  -3.335  -4.258
N  -1.033  -3.618  -1.872
H  -0.947  -1.706  3.817
C  4.398  -1.289  1.777
H  -5.736  -2.919  -0.616
C  2.244  2.752  4.430
H  -5.642  -1.683  -2.682
C  2.021  0.805  2.328
N  -3.125  -1.305  -0.862
H  2.457  1.727  4.703
C  4.618  -3.651  2.167
H  -5.434  2.878  -0.785
C  5.150  2.482  -1.686
H  4.824  -0.293  1.819
H  1.648  0.061  3.052
C  -2.687  1.692  0.815
C  3.546  2.297  0.098
H  5.513  0.676  -2.792
C  -5.412  -1.885  -0.492
H  -0.714  2.699  2.643
C  2.330  5.100  4.958
H  -1.571  -5.350  1.660
C  1.686  5.384  3.761
C  -0.696  -1.681  1.694
O  -3.664  -2.386  1.107
C  3.357  -3.852  1.627
H  1.472  6.410  3.489
C  -0.879  -4.340  -0.764
H  0.848  4.580  1.952
C  0.394  5.877  -0.607
C  3.358  0.947  -0.190
C  4.080  0.374  -1.237
H  -0.433  -0.635  1.651
C  1.172  4.776  -0.940
C  -1.271  4.414  0.334
Se  1.628  -2.006  -2.294
C  -0.556  -5.693  -0.793

Its energy relative to the best compared isomer or geometry (same formula, charge and spin) is 0.316 eV. Its net charge is 0. As for the spin multiplicity: 1. The value obtained for the electronic energy is -8454.34329 a.u.